{"formula": "C5H10O", "method": "wB97M-V/def2-TZVPD", "lumo_energy_ha": 0.033, "smiles": "C=CCC=C.O", "spin_multiplicity": 1, "gap_ev": 10.43, "homo_ev": -9.55, "elements": ["C", "C", "C", "C", "C", "H", "H", "H", "H", "H", "H", "H", "H", "O", "H", "H"], "coordinates": [[-0.71728, -1.00820, 1.97078], [0.19914, -0.89817, 1.02913], [0.68920, 0.38921, 0.38210], [0.77019, 0.24228, -1.10142], [1.85436, 0.50302, -1.81472], [-1.16254, -1.91780, 2.35714], [-1.16219, -0.14293, 2.45705], [0.57625, -1.72569, 0.42961], [-0.02206, 1.18644, 0.60629], [1.57124, 0.75808, 0.91451], [-0.10951, -0.15958, -1.54882], [1.93577, 0.45217, -2.89126], [2.71011, 0.98113, -1.34461], [-2.19003, 0.59767, -0.78724], [-2.97102, 0.95079, -0.34536], [-1.97162, -0.20843, -0.31316]], "atomic_forces_ev_per_a": [[-0.703, 0.135, 0.648], [0.154, 0.309, -1.445], [-0.688, 0.554, 1.258], [1.137, -0.120, 0.260], [0.261, 0.817, 0.022], [0.457, -0.330, -0.295], [0.284, 0.248, -0.189], [-0.079, -0.523, 0.699], [-0.333, -0.036, -0.048], [0.500, -0.338, -0.598], [-0.460, -0.165, -0.460], [-0.320, -0.304, -0.064], [0.039, -0.263, 0.134], [-0.332, 0.256, -0.096], [0.091, -0.099, -0.065], [-0.009, -0.143, 0.241]], "nbo_charge": [-0.417, -0.161, -0.501, -0.162, -0.392, 0.204, 0.189, 0.200, 0.228, 0.223, 0.204, 0.199, 0.184, -0.947, 0.472, 0.476]}

=====

{"formula": "C38H45N5O2SeV", "method": "wB97M-V/def2-TZVPD", "lumo_energy_ha": [-0.080, -0.089], "total_charge": 1, "spin_multiplicity": 3, "s2": 2.023, "gap_ev": [7.85, 7.97], "homo_ev": [-10.03, -10.38], "elements": ["V", "O", "C", "C", "C", "C", "C", "C", "C", "N", "N", "C", "O", "C", "C", "C", "C", "C", "C", "H", "H", "H", "H", "H", "H", "H", "H", "H", "H", "C", "C", "C", "C", "N", "C", "Se", "N", "C", "C", "C", "C", "C", "C", "C", "C", "C", "C", "H", "H", "H", "H", "H", "H", "H", "H", "H", "H", "H", "H", "H", "H", "H", "H", "H", "H", "H", "H", "H", "H", "C", "N", "C", "C", "C", "C", "C", "C", "C", "C", "H", "H", "H", "H", "H", "H", "H", "H", "H", "H", "H", "H", "H"], "coordinates": [[0.31021, 0.24136, -0.46251], [0.44775, 1.99750, -1.06784], [-0.07633, 3.12829, -0.55656], [0.45055, 4.35327, -0.96506], [-0.06294, 5.53285, -0.45355], [-1.11644, 5.52684, 0.45564], [-1.66216, 4.31885, 0.84249], [-1.15782, 3.11107, 0.34637], [-1.81948, 1.88617, 0.77451], [-1.42984, 0.71068, 0.43818], [-2.22739, -0.37721, 0.90389], [-1.51415, -1.46049, 0.76126], [-0.33038, -1.51006, 0.24396], [-2.11510, -2.77126, 1.13948], [-1.55599, -3.93461, 0.61584], [-2.11450, -5.16811, 0.91963], [-3.22086, -5.24011, 1.75371], [-3.77133, -4.08087, 2.28494], [-3.22335, -2.84590, 1.97718], [1.25364, 4.35626, -1.68812], [0.36076, 6.47633, -0.77447], [-1.50833, 6.45446, 0.84779], [-2.49494, 4.29513, 1.53469], [-2.70398, 1.96979, 1.40313], [-0.67800, -3.85754, -0.01062], [-1.67992, -6.07290, 0.51494], [-3.65246, -6.20163, 1.99966], [-4.62724, -4.14297, 2.94386], [-3.64553, -1.93697, 2.38375], [4.14834, 3.63010, 2.54794], [5.21165, 3.20467, 1.54321], [4.82840, 3.49558, 0.09346], [3.69427, 2.63573, -0.45712], [4.07196, 1.21906, -0.53702], [3.57329, 0.19024, 0.17752], [2.20898, 0.27345, 1.47058], [4.19979, -0.94018, -0.20051], [3.98749, -2.29511, 0.32106], [5.18495, -2.78583, 1.12723], [5.48429, -1.96131, 2.37710], [4.45838, -2.16210, 3.48548], [5.11398, -0.63886, -1.20252], [5.95051, -1.45426, -1.95799], [6.68898, -0.83379, -2.94722], [6.59372, 0.54629, -3.18050], [5.75935, 1.35268, -2.43082], [5.02493, 0.72874, -1.42738], [4.49137, 3.48416, 3.57241], [3.22222, 3.06974, 2.43501], [3.91559, 4.69130, 2.43050], [5.45065, 2.14177, 1.65762], [6.13938, 3.73711, 1.76289], [5.70301, 3.38654, -0.55153], [4.51921, 4.54102, 0.00564], [3.42224, 2.93444, -1.47034], [2.79317, 2.68732, 0.14976], [3.78975, -2.93216, -0.54349], [3.07685, -2.25801, 0.91680], [6.06591, -2.82886, 0.48327], [4.97001, -3.81839, 1.41669], [5.55519, -0.90017, 2.11339], [6.47552, -2.23688, 2.74240], [3.45974, -1.85472, 3.17501], [4.70948, -1.58516, 4.37560], [4.41251, -3.21284, 3.77996], [6.01157, -2.52064, -1.79471], [7.35234, -1.42742, -3.56132], [7.18561, 0.98747, -3.97064], [5.67856, 2.41245, -2.62585], [-2.52870, -0.91149, -4.81310], [-2.71384, -0.96678, -3.33324], [-2.68183, 0.40685, -2.73984], [-1.74088, -1.94275, -2.65358], [-0.30487, -1.68339, -2.99564], [0.29590, -2.46733, -3.97870], [1.63668, -2.29361, -4.29529], [2.36642, -1.31992, -3.63067], [1.74543, -0.53309, -2.66673], [0.40671, -0.69825, -2.30012], [-3.34814, -0.33783, -5.23766], [-2.52291, -1.92618, -5.20171], [-1.57420, -0.43138, -5.00614], [-3.64186, -1.34320, -3.14914], [-1.67464, 0.79902, -2.85620], [-2.93608, 0.32285, -1.68642], [-3.40981, 1.01284, -3.27384], [-2.07184, -2.92812, -2.98223], [-1.94659, -1.83392, -1.58914], [-0.27945, -3.23646, -4.48343], [2.10323, -2.91515, -5.04777], [3.41133, -1.16588, -3.87072], [2.34263, 0.25234, -2.20483]], "atomic_forces_ev_per_a": [[0.445, 0.197, 0.303], [-0.140, 0.863, 0.094], [0.289, -0.714, -0.429], [-0.186, 0.212, 0.180], [0.162, -0.011, -0.146], [-0.132, -0.129, 0.115], [0.111, 0.249, -0.119], [-0.309, -0.317, 0.261], [0.229, 0.396, -0.260], [-0.481, -0.653, 0.415], [0.511, 0.702, -0.297], [0.103, -0.747, -0.001], [-0.305, 0.005, 0.080], [0.000, 0.188, -0.016], [-0.070, -0.047, 0.106], [0.038, 0.050, -0.011], [-0.027, -0.027, 0.021], [0.003, 0.011, -0.002], [-0.068, -0.033, -0.012], [0.039, -0.013, -0.014], [-0.001, -0.003, 0.006], [0.003, 0.007, -0.004], [0.001, -0.012, 0.014], [0.009, -0.020, -0.015], [0.011, -0.005, -0.026], [-0.003, -0.002, 0.001], [0.006, -0.005, -0.009], [-0.001, 0.007, 0.003], [0.018, 0.009, -0.009], [0.001, 0.078, 0.044], [0.021, -0.014, -0.012], [-0.011, 0.043, -0.020], [0.019, -0.206, 0.049], [0.089, 0.003, -0.099], [-0.161, 0.045, 0.282], [-0.077, -0.011, -0.367], [0.123, -0.034, -0.033], [-0.095, 0.213, -0.057], [-0.036, -0.105, 0.004], [0.019, 0.045, 0.010], [-0.036, -0.048, 0.054], [-0.065, -0.091, -0.036], [-0.059, 0.088, -0.021], [0.025, 0.050, -0.030], [0.034, -0.079, -0.030], [-0.041, -0.048, 0.045], [-0.050, 0.062, 0.017], [0.021, -0.030, -0.017], [-0.065, -0.068, -0.047], [0.004, -0.008, -0.004], [-0.060, -0.017, 0.017], [0.008, 0.002, -0.036], [0.022, -0.021, 0.031], [-0.048, -0.009, -0.008], [-0.007, 0.091, -0.014], [0.015, 0.019, 0.058], [0.049, -0.056, 0.031], [0.030, -0.010, 0.026], [0.004, 0.050, 0.007], [0.014, -0.006, 0.001], [-0.031, 0.002, -0.005], [-0.008, -0.025, 0.000], [-0.011, -0.005, -0.013], [0.040, 0.028, -0.031], [0.003, -0.003, -0.011], [0.001, -0.001, 0.007], [0.008, 0.011, -0.001], [0.002, 0.001, 0.000], [0.004, 0.004, 0.006], [-0.016, -0.042, 0.277], [0.129, 0.039, -0.041], [0.011, -0.282, -0.073], [-0.264, 0.158, -0.012], [-0.160, 0.002, 0.113], [0.086, 0.076, 0.000], [-0.072, -0.045, 0.027], [-0.036, 0.025, -0.066], [0.012, 0.110, -0.132], [0.105, -0.299, -0.044], [0.028, 0.002, -0.058], [-0.008, 0.016, -0.061], [0.003, -0.007, -0.075], [-0.031, -0.028, -0.005], [-0.005, 0.066, 0.021], [0.012, 0.058, 0.039], [0.030, 0.078, 0.049], [0.058, -0.023, 0.005], [0.109, -0.050, -0.056], [0.010, -0.014, -0.014], [0.005, 0.003, 0.000], [0.038, 0.017, 0.010], [0.006, 0.041, 0.068]], "mulliken_spin": [1.961, -0.019, 0.023, -0.013, 0.019, -0.011, 0.017, 0.016, 0.066, -0.023, 0.006, 0.022, -0.070, 0.000, 0.002, 0.001, 0.000, 0.000, -0.003, 0.001, 0.001, 0.000, 0.000, 0.002, 0.000, 0.000, 0.000, 0.000, -0.001, 0.000, -0.001, 0.001, 0.005, -0.014, -0.002, 0.024, 0.024, 0.000, -0.001, 0.001, 0.000, -0.003, 0.001, -0.001, 0.000, 0.000, -0.002, 0.000, 0.000, 0.000, 0.000, 0.000, 0.000, 0.000, -0.003, 0.000, -0.001, 0.003, 0.000, 0.000, 0.000, 0.000, 0.000, 0.000, 0.000, 0.000, 0.000, 0.000, 0.000, 0.000, -0.005, 0.026, 0.055, -0.049, -0.010, 0.019, -0.001, -0.006, -0.021, 0.000, 0.000, 0.000, 0.000, 0.004, -0.008, 0.001, 0.001, -0.026, 0.000, 0.001, -0.002, -0.008]}

=====

{"formula": "CH3I2NO", "method": "wB97M-V/def2-TZVPD", "lumo_energy_ha": -0.044, "spin_multiplicity": 1, "gap_ev": 7.91, "homo_ev": -9.10, "elements": ["C", "N", "O", "I", "I", "H", "H", "H"], "coordinates": [[1.12058, 0.27808, 0.13515], [-1.05976, -0.39787, -0.57329], [0.15162, -0.67480, 0.34824], [-2.25393, -2.05121, -0.17301], [-1.98419, 1.42161, -0.19525], [1.91593, -0.14395, 0.89316], [0.76298, 1.21567, 0.43876], [1.34676, 0.35246, -0.87377]], "atomic_forces_ev_per_a": [[1.368, -1.631, 2.803], [1.908, -1.005, 0.770], [-3.458, -0.567, -0.878], [0.156, 0.409, 0.004], [-0.086, -0.007, 0.319], [-0.889, 1.309, -1.896], [-0.224, 1.648, 0.846], [1.225, -0.156, -1.968]], "nbo_charge": [-0.258, -0.529, -0.413, 0.347, 0.288, 0.214, 0.172, 0.180]}

=====

Looking at ΔE to the lowest compared entry with this formula, charge and spin for the records above, in order, we have 1.788; 1.047; 0.614 eV.